1.
Density functional theory data (the ωB97M-V functional and the def2-TZVPD basis) for C43H61ClINP2SiTa as an isolated structure in a non-equilibrium geometry.

Each line ends with the Mulliken charge.
CARTESIAN COORDINATES (ANGSTROEM)
Ta: -0.726 0.954 -0.878  1.119
C: -1.286 2.572 2.616  -1.041
Si: -0.795 0.981 1.832  -0.635
C: 0.945 0.457 2.256  1.421
C: 1.124 -0.051 3.547  -0.343
C: 2.388 -0.373 4.026  -1.002
C: 3.499 -0.208 3.207  -1.299
C: 3.341 0.275 1.918  -0.590
C: 2.073 0.619 1.445  0.533
P: 1.857 1.280 -0.202  -3.031
C: 2.742 0.328 -1.484  0.905
C: 2.112 -1.062 -1.600  0.476
C: 2.819 -1.884 -2.676  -0.919
C: 4.307 -2.114 -2.305  -0.969
C: 4.776 -1.190 -1.173  -0.902
C: 4.298 0.248 -1.393  -0.991
C: 2.397 3.031 -0.333  1.345
C: 1.595 3.911 0.649  0.254
C: 2.139 3.855 2.083  -0.114
C: 3.608 4.277 2.120  -1.297
C: 4.452 3.408 1.184  -0.136
C: 3.885 3.424 -0.238  -1.567
C: -2.047 -0.341 2.220  1.006
C: -2.483 -0.379 3.548  -0.061
C: -3.488 -1.253 3.960  -1.147
C: -4.104 -2.077 3.031  -0.861
C: -3.689 -2.053 1.705  -0.424
C: -2.654 -1.206 1.300  -0.404
P: -2.070 -1.364 -0.406  -1.097
C: -3.558 -1.623 -1.464  1.487
C: -4.106 -3.061 -1.622  -1.493
C: -3.490 -3.763 -2.832  -0.544
C: -3.938 -3.066 -4.138  -0.960
C: -4.267 -1.580 -3.899  -1.256
C: -3.317 -0.995 -2.859  -0.471
C: -0.837 -2.712 -0.351  0.923
C: 0.207 -2.261 0.682  -0.251
C: 1.293 -3.325 0.818  -0.796
C: 0.701 -4.631 1.408  -0.950
C: -0.832 -4.656 1.311  -0.991
C: -1.324 -4.163 -0.058  -0.328
H: -0.839 2.646 3.617  0.576
H: -0.951 3.443 2.045  0.234
H: -2.373 2.623 2.735  0.469
H: 0.263 -0.204 4.200  0.335
H: 2.505 -0.752 5.036  0.460
H: 4.491 -0.452 3.571  0.523
H: 4.217 0.385 1.294  0.689
H: 2.475 0.875 -2.392  1.177
H: 2.175 -1.583 -0.644  -0.439
H: 1.029 -0.964 -1.866  -0.318
H: 2.308 -2.840 -2.793  0.427
H: 2.739 -1.363 -3.634  0.464
H: 4.462 -3.150 -2.008  0.355
H: 4.928 -1.944 -3.184  0.434
H: 4.427 -1.566 -0.206  0.099
H: 5.866 -1.189 -1.134  0.564
H: 4.693 0.890 -0.613  0.406
H: 4.714 0.616 -2.332  0.386
H: 2.103 3.237 -1.365  0.983
H: 1.684 4.945 0.300  0.988
H: 0.542 3.646 0.640  -1.752
H: 1.545 4.519 2.714  0.684
H: 2.043 2.846 2.490  -0.169
H: 3.695 5.330 1.823  0.388
H: 3.987 4.202 3.141  0.515
H: 5.477 3.780 1.153  0.534
H: 4.492 2.389 1.575  -0.039
H: 3.923 4.454 -0.607  0.555
H: 4.498 2.843 -0.921  0.421
H: -2.043 0.290 4.288  0.538
H: -3.793 -1.277 4.999  0.493
H: -4.911 -2.736 3.331  0.513
H: -4.188 -2.698 0.990  0.376
H: -4.318 -1.037 -0.945  0.764
H: -4.004 -3.658 -0.726  0.546
H: -5.184 -2.963 -1.778  0.685
H: -2.395 -3.755 -2.744  -0.003
H: -3.793 -4.808 -2.841  0.600
H: -3.147 -3.151 -4.887  0.372
H: -4.814 -3.568 -4.548  0.361
H: -4.185 -1.024 -4.832  0.479
H: -5.297 -1.454 -3.552  0.363
H: -2.288 -1.187 -3.194  0.201
H: -3.458 0.084 -2.784  0.347
H: -0.368 -2.691 -1.342  0.770
H: 0.647 -1.302 0.383  -0.990
H: -0.263 -2.098 1.652  0.693
H: 1.734 -3.517 -0.167  0.293
H: 2.094 -2.948 1.458  0.359
H: 1.110 -5.490 0.873  0.406
H: 0.998 -4.740 2.451  0.371
H: -1.193 -5.674 1.459  0.526
H: -1.276 -4.047 2.106  0.242
H: -0.936 -4.819 -0.841  0.575
H: -2.403 -4.251 -0.089  -0.017
Cl: 0.101 2.261 -2.773  -0.181
C: -1.577 1.604 -2.815  -1.053
H: -1.636 0.926 -3.657  0.888
H: -2.295 2.407 -2.897  0.574
I: -3.743 1.660 0.065  0.609
C: -2.833 3.458 -0.289  0.123
C: -3.542 4.636 -0.261  -0.857
C: -2.846 5.794 -0.577  -0.536
C: -1.502 5.703 -0.892  -1.270
C: -0.879 4.473 -0.846  -0.070
N: -1.528 3.321 -0.532  0.432
H: -4.599 4.653 -0.021  0.544
H: -3.354 6.750 -0.582  0.476
H: -0.934 6.582 -1.172  0.535
H: 0.171 4.397 -1.059  0.377

Values from the calculation:
orbital gap = 6.76 eV
E_HOMO = -16.83 eV
total charge = +3
energy = -3516.0514 a.u.

***

2.
Density functional theory data (the ωB97M-V functional and the def2-TZVPD basis) for C43H61F5N9O5S2Tl as an isolated structure in a non-equilibrium geometry.

Each line ends with the Mulliken charge.
CARTESIAN COORDINATES (ANGSTROEM)
Tl: 0.468 0.086 -1.264  1.333
C: -0.390 -1.042 2.466  -0.888
C: -0.179 -2.163 1.697  0.529
C: 1.362 -2.295 1.559  -0.027
C: 1.880 -1.337 2.367  -0.056
C: 0.829 -0.602 3.013  -0.349
C: 0.982 0.288 4.190  1.945
C: 2.357 0.127 4.841  -1.933
C: -0.119 -0.012 5.221  -1.757
C: 0.824 1.747 3.708  -1.168
C: 2.215 -3.261 0.798  2.839
C: 2.057 -4.668 1.409  -1.811
C: 3.699 -2.883 0.907  -2.305
C: 1.886 -3.284 -0.701  -1.562
C: -1.303 -3.116 1.463  2.997
C: -1.243 -4.092 2.672  -1.763
C: -2.657 -2.399 1.532  -2.478
C: -1.295 -3.920 0.161  -2.030
H: -1.350 -0.671 2.756  0.493
H: 2.916 -1.147 2.543  0.916
H: 2.541 -0.914 5.091  0.406
H: 2.402 0.709 5.757  0.466
H: 3.146 0.480 4.182  0.334
H: -0.080 -1.053 5.532  0.408
H: -1.106 0.201 4.821  0.306
H: 0.032 0.611 6.098  0.449
H: 1.549 1.968 2.930  0.026
H: 1.001 2.411 4.551  0.604
H: -0.172 1.927 3.320  0.001
H: 2.161 -4.625 2.491  0.328
H: 2.841 -5.312 1.019  0.550
H: 1.103 -5.117 1.165  0.319
H: 4.073 -2.976 1.923  0.505
H: 3.869 -1.869 0.556  0.242
H: 4.278 -3.553 0.278  0.490
H: 0.825 -3.268 -0.904  -0.188
H: 2.302 -4.182 -1.152  0.728
H: 2.336 -2.422 -1.186  -0.053
H: -1.390 -3.549 3.602  0.331
H: -0.299 -4.621 2.732  0.387
H: -2.046 -4.816 2.562  0.468
H: -2.882 -2.039 2.530  0.113
H: -3.453 -3.087 1.265  0.655
H: -2.700 -1.558 0.849  0.293
H: -0.445 -4.584 0.070  0.366
H: -1.327 -3.240 -0.688  0.136
H: -2.192 -4.535 0.129  0.632
C: -5.593 -0.440 4.219  -0.772
C: -6.689 -0.154 3.216  -0.534
S: -5.936 0.351 1.636  1.100
O: -4.652 -0.301 1.513  -0.425
O: -6.839 0.206 0.537  -0.659
C: -5.560 2.145 1.828  -0.878
C: -5.078 2.694 0.492  -1.002
N: -4.164 1.799 -0.182  0.276
C: -2.898 1.503 0.187  -0.674
N: -2.344 0.619 -0.622  1.157
C: -3.297 0.273 -1.514  -0.880
C: -4.443 0.986 -1.259  -0.501
N: -5.638 0.977 -2.023  1.224
O: -5.774 0.038 -2.769  -0.626
O: -6.379 1.933 -1.938  -0.675
C: -2.224 2.042 1.389  -0.164
H: -5.992 -0.922 5.108  0.439
H: -5.090 0.475 4.525  0.273
H: -4.862 -1.104 3.762  0.025
H: -7.352 0.650 3.521  0.445
H: -7.279 -1.039 2.991  0.384
H: -4.810 2.214 2.609  0.380
H: -6.473 2.648 2.128  0.687
H: -4.577 3.657 0.640  0.427
H: -5.939 2.839 -0.166  0.403
H: -3.123 -0.459 -2.274  0.993
H: -2.394 3.108 1.515  0.584
H: -1.162 1.832 1.310  -0.944
H: -2.618 1.525 2.263  0.428
N: -1.544 0.853 -4.475  -0.054
C: -2.408 0.120 -5.204  -0.418
C: -2.225 -1.192 -4.836  -1.007
C: -1.217 -1.150 -3.866  -0.518
N: -0.809 0.094 -3.656  0.188
H: -1.426 1.854 -4.490  0.081
H: -3.080 0.559 -5.912  0.476
H: -2.726 -2.058 -5.214  0.499
H: -0.768 -1.962 -3.330  0.581
N: 4.810 3.114 -3.315  -0.049
C: 3.567 3.739 -3.854  -0.898
C: 2.346 3.430 -2.965  -0.633
N: 1.910 2.057 -2.930  0.266
H: 5.637 3.448 -3.823  0.431
H: 4.758 2.090 -3.461  0.305
H: 4.929 3.301 -2.313  0.305
H: 3.410 3.351 -4.862  0.365
H: 3.707 4.819 -3.908  0.500
H: 1.522 4.044 -3.337  0.471
H: 2.567 3.761 -1.947  0.100
H: 2.632 1.404 -2.640  -0.148
H: 1.564 1.748 -3.830  0.174
F: 3.820 -2.682 -7.679  -0.300
C: 3.490 -2.171 -6.498  0.622
C: 2.582 -2.821 -5.656  0.172
F: 2.033 -3.967 -6.051  -0.305
C: 2.263 -2.303 -4.417  -0.336
F: 1.383 -2.955 -3.641  -0.398
C: 2.850 -1.113 -3.890  0.419
O: 2.640 -0.647 -2.734  -0.640
C: 3.733 -0.494 -4.814  -0.193
F: 4.319 0.684 -4.411  -0.378
C: 4.062 -0.981 -6.058  0.084
F: 4.926 -0.300 -6.814  -0.310
N: -0.331 3.906 -0.395  -0.183
C: 0.860 3.587 0.125  0.024
N: 1.399 2.416 0.026  0.749
C: 2.640 2.378 0.614  -1.340
C: 3.493 1.280 0.650  -0.069
C: 4.713 1.401 1.290  -0.908
C: 5.096 2.594 1.896  -0.888
C: 4.274 3.706 1.849  -0.573
C: 3.054 3.591 1.205  1.457
S: 1.816 4.809 0.977  -0.323
H: -0.855 3.186 -0.859  -0.038
H: -0.725 4.818 -0.258  0.229
H: 3.189 0.361 0.173  0.182
H: 5.384 0.557 1.323  0.531
H: 6.045 2.656 2.404  0.482
H: 4.571 4.634 2.308  0.496

Values from the calculation:
orbital gap (alpha / beta) = 3.71 / 3.71 eV
E_HOMO (alpha / beta) = -11.19 / -11.19 eV
total charge = +2
energy = -4011.6558 a.u.

***

3.
Density functional theory data (the ωB97M-V functional and the def2-TZVPD basis) for C43H61MnN7 as an isolated structure in a non-equilibrium geometry.

Each line ends with the Mulliken charge.
CARTESIAN COORDINATES (ANGSTROEM)
Mn: -0.666 -0.838 -0.118  0.681
C: 5.730 2.163 -0.808  -1.938
C: 5.516 0.623 -0.914  1.902
C: 6.080 -0.047 0.393  -1.499
C: 6.358 0.074 -2.098  -1.668
C: 4.033 0.273 -1.074  0.378
C: 3.569 -1.012 -1.337  -0.852
C: 2.229 -1.295 -1.316  -0.761
N: 1.297 -0.368 -1.096  -0.432
C: 1.679 0.945 -1.017  -0.608
C: 3.043 1.245 -0.917  0.300
C: 0.659 1.982 -0.973  -0.468
C: 1.086 3.300 -1.145  0.045
C: 0.196 4.363 -0.898  0.501
C: -1.125 4.000 -0.546  -0.995
C: -1.453 2.662 -0.376  -0.958
N: -0.604 1.659 -0.643  0.448
C: 0.501 5.862 -1.037  1.572
C: -0.274 6.495 -2.263  -1.507
C: 1.971 6.127 -1.280  -1.858
C: 0.142 6.578 0.258  -1.572
H: 6.788 2.385 -0.676  0.441
H: 5.295 2.548 0.131  0.402
H: 5.330 2.717 -1.656  0.421
H: 7.138 0.200 0.510  0.448
H: 5.961 -1.128 0.361  0.373
H: 5.554 0.339 1.303  0.310
H: 7.379 0.363 -1.977  0.490
H: 6.050 0.470 -3.060  0.395
H: 6.388 -1.016 -2.142  0.350
H: 4.242 -1.844 -1.459  0.497
H: 1.906 -2.304 -1.483  0.370
H: 3.362 2.276 -0.714  0.664
H: 2.032 3.461 -1.741  0.458
H: -1.891 4.771 -0.408  0.589
H: -2.441 2.342 -0.054  0.299
H: 0.094 6.049 -3.181  0.404
H: -0.032 7.555 -2.291  0.474
H: -1.372 6.386 -2.210  0.293
H: 2.324 5.557 -2.137  0.445
H: 2.559 5.887 -0.397  0.380
H: 2.176 7.174 -1.563  0.381
H: -0.825 6.301 0.681  0.325
H: 0.186 7.671 0.180  0.412
H: 0.810 6.266 1.064  0.388
C: -4.475 0.276 1.531  -1.190
C: -4.459 0.586 0.064  1.237
C: -5.157 1.724 -0.400  -0.443
C: -5.309 2.001 -1.743  -0.954
C: -4.678 1.220 -2.720  -0.609
C: -3.878 0.132 -2.310  1.710
C: -3.196 -0.652 -3.411  -1.491
C: -3.752 -0.203 -0.906  -1.516
N: -2.900 -1.276 -0.527  0.989
C: -3.224 -2.541 -0.633  0.683
C: -4.623 -3.002 -0.801  -1.928
C: -2.146 -3.549 -0.428  0.638
C: -2.647 -4.909 0.014  -2.060
N: -0.857 -3.202 -0.476  0.982
C: 0.226 -4.090 -0.721  -1.842
C: 0.406 -4.672 -2.025  1.758
C: -0.506 -4.349 -3.160  -1.107
C: 1.440 -5.603 -2.252  -0.812
C: 2.349 -5.857 -1.274  -0.751
C: 2.296 -5.195 -0.079  -1.011
C: 1.187 -4.409 0.276  1.657
C: 1.071 -3.871 1.675  -1.268
H: -4.407 -0.831 1.744  0.175
H: -5.396 0.606 1.990  0.598
H: -3.615 0.780 2.049  0.203
H: -5.516 2.440 0.354  0.534
H: -5.880 2.892 -1.999  0.470
H: -4.843 1.360 -3.809  0.556
H: -2.717 0.012 -4.115  0.574
H: -3.910 -1.347 -3.886  0.391
H: -2.370 -1.238 -2.991  -0.054
H: -5.317 -2.158 -0.642  0.388
H: -4.791 -3.791 -0.107  0.641
H: -4.782 -3.415 -1.781  0.362
H: -3.155 -4.877 1.010  0.407
H: -1.769 -5.563 0.111  0.458
H: -3.379 -5.340 -0.701  0.478
H: -1.035 -3.381 -2.954  -0.246
H: -1.284 -5.117 -3.352  0.327
H: 0.099 -4.182 -4.056  0.541
H: 1.566 -6.073 -3.265  0.438
H: 3.111 -6.630 -1.426  0.456
H: 3.126 -5.230 0.675  0.397
H: 0.506 -4.570 2.269  0.384
H: 0.572 -2.878 1.757  -0.069
H: 2.078 -3.871 2.120  0.524
C: -1.999 -2.323 4.281  -0.861
N: -1.332 -1.036 4.302  0.192
C: -1.714 -0.175 5.405  -1.258
C: -0.714 -0.496 3.189  -0.025
N: -1.119 -0.875 1.964  1.058
N: 0.279 0.428 3.434  0.170
C: 0.585 1.537 2.505  -1.022
C: 1.082 0.403 4.672  -1.147
H: -1.704 -2.911 5.182  0.369
H: -1.732 -2.920 3.399  0.130
H: -3.113 -2.236 4.225  0.307
H: -2.798 -0.266 5.550  0.368
H: -1.484 0.841 5.115  0.412
H: -1.151 -0.463 6.346  0.330
H: -1.981 -1.444 2.075  -0.505
H: 1.296 1.241 1.745  0.236
H: 1.000 2.280 3.168  0.554
H: -0.327 1.913 2.033  0.194
H: 0.864 -0.551 5.165  0.395
H: 0.861 1.270 5.288  0.387
H: 2.160 0.413 4.386  0.389

Values from the calculation:
orbital gap (alpha / beta) = 6.50 / 3.14 eV
E_HOMO (alpha / beta) = -15.44 / -15.44 eV
total charge = +3
energy = -3208.4619 a.u.
2S+1 = 5